C30H31CoFN2O6PS | wB97M-V/def2-TZVPD

The spin multiplicity is 2. For the HOMO energy (spin up / spin down), the calculation gives -10.068 / -9.961 eV. As for the charge: +1. The frontier orbital gap (spin up / spin down) comes out at 5.933 / 5.844 eV. As for the expectation value of S²: 0.771. The value obtained for the energy is -3944.73599 a.u.

Atoms and positions in Å:
1 Co 0.4848 0.8524 -0.4460
2 O -0.3986 1.8552 3.3761
3 C 0.0968 1.4299 2.2275
4 O -0.4684 1.6911 1.1320
5 C 1.3212 0.6755 2.1970
6 C 2.1288 0.2620 3.2441
7 C 3.2683 -0.4883 2.9531
8 C 3.5675 -0.8215 1.6361
9 C 2.7337 -0.3787 0.6136
10 N 1.6324 0.3819 0.9020
11 C 2.8053 -0.5759 -0.8086
12 O 3.7851 -1.2569 -1.4083
13 O 1.8919 -0.0813 -1.5195
14 H -1.2387 2.3216 3.2308
15 H 1.8563 0.5160 4.2554
16 H 3.9175 -0.8158 3.7487
17 H 4.4370 -1.4226 1.4140
18 H 4.4921 -1.5134 -0.7990
19 O -0.2737 2.9263 -1.4215
20 N -0.5741 1.5766 -1.6379
21 C -1.9296 1.3322 -1.9683
22 C -2.0781 0.3503 -3.1068
23 C -2.5331 0.8382 -4.3285
24 C -2.7462 -0.0070 -5.4026
25 C -2.5045 -1.3642 -5.2634
26 C -2.0265 -1.8539 -4.0629
27 C -1.7961 -1.0089 -2.9788
28 P -1.1714 -1.8435 -1.4805
29 C -2.5642 -2.8012 -0.8204
30 C -3.3539 -2.1496 0.1194
31 C -4.4494 -2.7922 0.6694
32 C -4.7429 -4.0950 0.2963
33 C -3.9578 -4.7431 -0.6444
34 C -2.8779 -4.0946 -1.2207
35 C 0.1488 -2.9388 -2.0744
36 C 1.0019 -2.4977 -3.0793
37 C 2.0830 -3.2755 -3.4540
38 C 2.3163 -4.4901 -2.8273
39 C 1.4775 -4.9216 -1.8123
40 C 0.3982 -4.1435 -1.4298
41 H -0.9279 3.3196 -0.8091
42 H -2.4394 2.2773 -2.2177
43 H -2.7187 1.8963 -4.4364
44 H -3.1076 0.3912 -6.3394
45 H -2.6803 -2.0347 -6.0904
46 H -1.8260 -2.9118 -3.9521
47 H -3.0973 -1.1405 0.3979
48 H -5.0817 -2.2869 1.3831
49 H -5.5885 -4.6051 0.7319
50 H -4.1950 -5.7558 -0.9350
51 H -2.2861 -4.5928 -1.9750
52 H 0.8178 -1.5477 -3.5598
53 H 2.7409 -2.9362 -4.2401
54 H 3.1526 -5.1022 -3.1309
55 H 1.6599 -5.8681 -1.3231
56 H -0.2594 -4.4772 -0.6395
57 C -3.1869 -0.8060 3.6755
58 C -2.3591 -2.0686 3.5248
59 S -0.7408 -1.6418 2.7745
60 O -0.6310 -0.9623 -0.3952
61 C -0.1969 -3.2364 2.0814
62 C 0.6570 -4.0248 3.0581
63 H -4.1574 -1.0455 4.1044
64 H -3.3405 -0.3419 2.7042
65 H -2.6827 -0.0963 4.3276
66 H -2.8447 -2.7813 2.8588
67 H -2.1764 -2.5370 4.4915
68 H 0.3670 -2.9635 1.1880
69 H -1.0895 -3.7901 1.7892
70 H 1.5444 -3.4563 3.3264
71 H 0.9676 -4.9648 2.6058
72 H 0.1020 -4.2462 3.9670
73 F -2.6135 0.8365 -0.8468